No. 1
{
  "formula": "C3H7NO2P",
  "method": "wB97M-V/def2-TZVPD",
  "elements": ["P", "O", "O", "N", "C", "C", "C", "H", "H", "H", "H", "H", "H", "H"],
  "positions_angstrom": [[0.724, 2.160, -1.290], [1.644, 2.016, -2.445], [0.740, 3.432, -0.519], [0.092, -1.523, 0.769], [-0.083, -2.586, 1.743], [0.868, -0.564, 0.912], [-1.020, 1.596, -1.678], [0.545, -2.466, 2.642], [-1.445, 2.282, -2.419], [-1.131, -2.614, 2.049], [-0.986, 0.588, -2.076], [-1.603, 1.626, -0.765], [0.158, -3.540, 1.268], [1.497, -0.407, 1.808]],
  "fmax_ha_per_bohr": 0.0308,
  "total_energy_ha": -665.08248,
  "orbital_gap_ev": [7.01, 5.41],
  "e_lumo_ha": [0.1379, 0.1227],
  "total_charge": -1
}

=====

No. 2
{
  "formula": "C3H7NO2P",
  "method": "wB97M-V/def2-TZVPD",
  "elements": ["P", "O", "O", "N", "C", "C", "C", "H", "H", "H", "H", "H", "H", "H"],
  "positions_angstrom": [[1.340, -0.118, 0.140], [2.538, 0.121, 0.906], [0.983, 0.961, -1.131], [-0.471, 0.652, 0.503], [-0.367, 1.208, -0.870], [0.895, -1.801, -0.239], [-1.514, 0.670, 1.207], [-1.721, 0.300, 2.193], [1.630, -2.358, -0.792], [0.577, -2.236, 0.778], [-2.565, 1.016, 0.938], [-0.897, 0.785, -1.682], [-0.573, 2.409, -0.873], [0.145, -1.608, -1.079]],
  "fmax_ha_per_bohr": 0.0820,
  "total_energy_ha": -664.80227,
  "orbital_gap_ev": 10.71,
  "e_lumo_ha": -0.1984,
  "total_charge": 1
}

=====

No. 3
{
  "formula": "C3H7NO2S",
  "method": "wB97M-V/def2-TZVPD",
  "elements": ["S", "O", "O", "N", "C", "C", "C", "H", "H", "H", "H", "H", "H", "H"],
  "positions_angstrom": [[1.771, -1.206, 1.063], [0.485, -0.080, -2.053], [-0.495, -1.990, -1.178], [-1.190, 1.541, -0.281], [0.421, 0.105, 0.957], [-0.768, 0.164, 0.012], [-0.410, -0.550, -1.315], [-1.586, -0.279, 0.572], [1.073, 0.901, 0.607], [2.586, -0.661, 0.172], [0.142, 0.306, 2.023], [-1.201, 2.007, 0.623], [-0.543, 1.956, -0.945], [-0.286, -2.213, -0.255]],
  "s_squared": 0.75,
  "fmax_ha_per_bohr": 0.0453,
  "spin_multiplicity": 2,
  "total_energy_ha": -721.88179,
  "orbital_gap_ev": [3.27, 7.49],
  "e_lumo_ha": [0.1223, 0.1206],
  "total_charge": -1
}

=====

No. 4
{
  "formula": "C3H7NO2S2",
  "method": "wB97M-V/def2-TZVPD",
  "elements": ["S", "S", "O", "O", "N", "C", "C", "C", "H", "H", "H", "H", "H", "H", "H"],
  "positions_angstrom": [[1.507, 2.621, -1.618], [2.530, 0.649, 0.454], [2.527, -0.789, 0.193], [1.499, 0.794, 1.779], [-0.817, -1.140, -0.150], [-0.210, -0.550, -1.246], [-2.053, -0.518, 0.387], [1.271, 1.234, -0.710], [-0.571, -1.951, 0.391], [-2.564, -0.988, 1.230], [1.419, 1.369, 2.508], [-2.753, -0.495, -0.484], [-1.773, 0.560, 0.778], [0.555, -1.055, -1.660], [-0.568, 0.259, -1.852]],
  "fmax_ha_per_bohr": 0.0864,
  "total_energy_ha": -1119.93616,
  "orbital_gap_ev": 6.98,
  "e_lumo_ha": -0.0097
}

=====

No. 5
{
  "formula": "C3H7NO2S2",
  "method": "wB97M-V/def2-TZVPD",
  "elements": ["S", "S", "O", "O", "N", "C", "C", "C", "H", "H", "H", "H", "H", "H", "H"],
  "positions_angstrom": [[-3.794, 0.642, -0.402], [3.279, -1.290, -0.420], [-0.896, 1.493, 0.499], [-1.118, -0.714, 0.803], [1.580, 1.282, -0.181], [1.487, -1.175, -0.163], [1.078, 0.161, 0.533], [-0.503, 0.327, 0.593], [2.502, 1.041, -0.568], [0.953, 1.814, -0.780], [1.441, 0.111, 1.568], [1.230, -2.040, 0.434], [-2.640, 0.588, 0.366], [1.034, -1.199, -1.158], [-3.449, -0.246, -1.360]],
  "s_squared": 1.76,
  "fmax_ha_per_bohr": 0.0389,
  "spin_multiplicity": 2,
  "total_energy_ha": -1119.64488,
  "orbital_gap_ev": [4.63, 4.96],
  "e_lumo_ha": [-0.3215, -0.2878],
  "total_charge": 1
}

=====

No. 6
{
  "formula": "C3H7NO3",
  "method": "wB97M-V/def2-TZVPD",
  "elements": ["O", "O", "O", "N", "C", "C", "C", "H", "H", "H", "H", "H", "H", "H"],
  "positions_angstrom": [[1.437, -0.376, -1.229], [-1.341, -0.782, 2.224], [1.220, 2.197, 0.653], [-0.340, -0.939, 0.243], [0.276, -0.398, -0.979], [-0.869, -0.198, 1.282], [-0.654, -0.097, -2.130], [-1.075, -1.037, -2.538], [1.977, 2.315, 1.226], [-0.239, -1.971, 0.453], [-1.074, 0.841, 1.184], [-1.488, 0.617, -1.814], [1.311, 1.278, 0.450], [-0.082, 0.375, -2.884]],
  "s_squared": 0.75,
  "fmax_ha_per_bohr": 0.1391,
  "spin_multiplicity": 2,
  "total_energy_ha": -398.95588,
  "orbital_gap_ev": [3.61, 8.23],
  "e_lumo_ha": [0.1436, 0.1411],
  "total_charge": -1
}

=====

No. 7
{
  "formula": "C3H7NO3",
  "method": "wB97M-V/def2-TZVPD",
  "elements": ["O", "O", "O", "N", "C", "C", "C", "H", "H", "H", "H", "H", "H", "H"],
  "positions_angstrom": [[-5.227, -0.799, 1.252], [2.505, 1.773, -1.592], [0.311, -1.928, 0.029], [1.903, -0.259, -0.040], [1.446, -1.529, -0.115], [1.515, 1.962, -0.821], [0.958, 0.840, 0.112], [0.879, 2.858, -0.837], [-0.062, 0.440, -0.159], [-5.550, -1.693, 1.010], [0.627, 1.160, 1.102], [2.289, -2.228, -0.322], [2.752, 0.047, -0.505], [-4.345, -0.645, 0.885]],
  "s_squared": 0.75,
  "fmax_ha_per_bohr": 0.0537,
  "spin_multiplicity": 2,
  "total_energy_ha": -398.94980,
  "orbital_gap_ev": [2.95, 6.74],
  "e_lumo_ha": [0.1131, 0.1124],
  "total_charge": -1
}

=====

No. 8
{
  "formula": "C3H7NO3",
  "method": "wB97M-V/def2-TZVPD",
  "elements": ["O", "O", "O", "N", "C", "C", "C", "H", "H", "H", "H", "H", "H", "H"],
  "positions_angstrom": [[-1.067, -0.545, -2.876], [-1.417, 0.961, 1.042], [-1.637, -0.925, -0.125], [1.096, 0.223, -0.968], [0.595, 0.022, 0.167], [1.313, 0.047, 1.480], [-0.954, -0.018, 0.259], [2.379, 0.220, 1.342], [2.112, 0.303, -0.996], [1.174, -0.903, 1.996], [-0.295, -0.292, -2.318], [-1.853, -0.767, -2.367], [0.910, 0.835, 2.114], [-2.356, 0.839, 1.252]],
  "fmax_ha_per_bohr": 0.0296,
  "total_energy_ha": -398.98313,
  "orbital_gap_ev": 10.72,
  "e_lumo_ha": 0.0176,
  "smiles": "[H]/N=C(\\C)C(=O)O.O"
}

=====

No. 9
{
  "formula": "C3H7NO3",
  "method": "wB97M-V/def2-TZVPD",
  "elements": ["O", "O", "O", "N", "C", "C", "C", "H", "H", "H", "H", "H", "H", "H"],
  "positions_angstrom": [[-2.888, 0.372, -0.511], [0.345, -0.611, 0.438], [-2.208, -1.169, 0.779], [-2.001, -0.261, 0.031], [0.892, -1.718, -0.205], [-0.578, 0.117, -0.131], [-0.478, 1.642, 0.468], [0.347, -2.564, -0.628], [-0.931, 2.316, -0.158], [1.585, -2.109, 0.576], [0.538, 1.834, 0.611], [-0.458, 0.195, -1.240], [-0.959, 1.683, 1.399], [1.726, -1.236, -0.870]],
  "fmax_ha_per_bohr": 0.1085,
  "total_energy_ha": -398.83580,
  "orbital_gap_ev": 11.24,
  "e_lumo_ha": 0.0190,
  "smiles": "CO[C@H](C)[N+](=O)[O-]"
}

=====

No. 10
{
  "formula": "C3H7NO3",
  "method": "wB97M-V/def2-TZVPD",
  "elements": ["O", "O", "O", "N", "C", "C", "C", "H", "H", "H", "H", "H", "H", "H"],
  "positions_angstrom": [[-2.296, 0.609, 0.439], [-1.883, -1.086, -0.808], [0.061, 1.608, -0.309], [-1.533, -0.096, -0.209], [0.756, -0.410, -1.278], [0.039, 0.171, -0.126], [0.572, -0.179, 1.329], [0.853, 0.356, -2.095], [-0.470, 2.050, 0.358], [1.709, -0.131, 1.432], [0.137, -1.189, 1.645], [0.114, 0.422, 2.090], [0.231, -1.323, -1.707], [1.708, -0.801, -0.763]],
  "fmax_ha_per_bohr": 0.0765,
  "total_energy_ha": -398.86914,
  "orbital_gap_ev": 11.08,
  "e_lumo_ha": 0.0110,
  "smiles": "CC(C)(O)[N+](=O)[O-]"
}

=====

No. 11
{
  "formula": "C3H7NO3",
  "method": "wB97M-V/def2-TZVPD",
  "elements": ["O", "O", "O", "N", "C", "C", "C", "H", "H", "H", "H", "H", "H", "H"],
  "positions_angstrom": [[0.321, -0.474, -0.515], [1.547, 0.269, 1.205], [-1.663, -1.394, 0.366], [2.541, -0.287, -0.765], [1.471, -0.168, 0.068], [-1.558, 1.023, 0.099], [-0.918, -0.275, 0.534], [3.457, -0.229, -0.359], [-0.860, 1.840, 0.257], [-1.916, -1.465, -0.566], [-1.824, 0.981, -0.956], [2.423, -0.758, -1.644], [-0.574, -0.257, 1.569], [-2.447, 1.193, 0.708]],
  "fmax_ha_per_bohr": 0.0487,
  "total_energy_ha": -399.00871,
  "orbital_gap_ev": 10.95,
  "e_lumo_ha": 0.0292,
  "smiles": "C[C@@H](O)OC(N)=O"
}

=====

No. 12
{
  "formula": "C3H7NO3",
  "method": "wB97M-V/def2-TZVPD",
  "elements": ["O", "O", "O", "N", "C", "C", "C", "H", "H", "H", "H", "H", "H", "H"],
  "positions_angstrom": [[1.814, -0.979, 0.296], [-0.363, -0.878, -1.446], [-2.642, -0.449, 0.128], [-1.720, 0.197, 0.621], [-0.381, 0.069, 0.003], [0.122, 1.493, -0.335], [0.623, -0.667, 0.930], [0.424, 1.910, 0.579], [1.167, 1.407, -0.783], [0.082, -1.482, 1.412], [-0.651, 2.077, -0.823], [1.813, -1.647, -0.483], [1.008, -0.017, 1.749], [-1.296, -1.035, -1.848]],
  "fmax_ha_per_bohr": 0.0680,
  "total_energy_ha": -398.83419,
  "orbital_gap_ev": 9.17,
  "e_lumo_ha": -0.0253,
  "smiles": "C[C@@](O)(CO)N=O"
}

=====

No. 13
{
  "formula": "C3H7NO3",
  "method": "wB97M-V/def2-TZVPD",
  "elements": ["O", "O", "O", "N", "C", "C", "C", "H", "H", "H", "H", "H", "H", "H"],
  "positions_angstrom": [[-1.955, -1.483, -0.341], [0.718, 0.622, 2.094], [-0.350, -1.031, -2.003], [-0.033, 1.499, -0.809], [0.645, -0.163, 0.910], [-1.104, -0.758, -0.841], [-0.514, 0.310, 0.007], [0.157, 2.321, -0.254], [1.596, -0.021, 0.300], [0.465, -1.206, 1.131], [-0.304, -1.965, -2.213], [-1.297, 0.670, 0.736], [0.672, 1.049, -1.398], [1.303, 0.157, 2.681]],
  "s_squared": 0.75,
  "fmax_ha_per_bohr": 0.0878,
  "spin_multiplicity": 2,
  "total_energy_ha": -398.61870,
  "orbital_gap_ev": [11.85, 6.37],
  "e_lumo_ha": [-0.1445, -0.3426],
  "total_charge": 1
}

=====

No. 14
{
  "formula": "C3H7NO3S",
  "method": "wB97M-V/def2-TZVPD",
  "elements": ["S", "O", "O", "O", "N", "C", "C", "C", "H", "H", "H", "H", "H", "H", "H"],
  "positions_angstrom": [[1.072, -3.060, 1.564], [-0.830, 0.766, -2.488], [0.758, 1.822, -1.256], [-0.024, 2.807, 1.125], [-0.496, 0.045, -0.522], [0.581, -0.815, -0.055], [-0.151, -1.775, 0.932], [-0.132, 0.979, -1.570], [-0.891, 2.847, 0.639], [-0.865, -2.465, 0.552], [1.109, -1.515, -0.832], [-0.469, -1.369, 1.895], [0.398, 2.292, 0.327], [1.325, -0.165, 0.356], [-1.384, -0.395, -0.666]],
  "fmax_ha_per_bohr": 0.1433,
  "total_energy_ha": -797.15457,
  "orbital_gap_ev": 5.70,
  "e_lumo_ha": 0.2266,
  "total_charge": -2
}

=====

No. 15
{
  "formula": "C3H7NO3S",
  "method": "wB97M-V/def2-TZVPD",
  "elements": ["S", "O", "O", "O", "N", "C", "C", "C", "H", "H", "H", "H", "H", "H", "H"],
  "positions_angstrom": [[-0.617, -0.828, 0.126], [-2.094, -0.975, 0.881], [-0.996, -0.972, -1.274], [0.299, -1.805, 0.692], [-1.263, 1.806, -0.005], [2.528, -0.768, -1.019], [-0.313, 0.948, 0.548], [3.010, 0.158, -0.308], [-1.198, 1.962, -1.059], [-0.293, 0.991, 1.562], [1.882, -1.325, -0.288], [-1.953, -1.301, 1.793], [0.661, 1.324, 0.112], [-2.211, 1.655, 0.383], [2.558, -0.871, -2.145]],
  "fmax_ha_per_bohr": 0.0822,
  "total_energy_ha": -796.99356,
  "orbital_gap_ev": 10.19,
  "e_lumo_ha": 0.0033
}

=====

No. 16
{
  "formula": "C3H7NO4",
  "method": "wB97M-V/def2-TZVPD",
  "elements": ["O", "O", "O", "O", "N", "C", "C", "C", "H", "H", "H", "H", "H", "H", "H"],
  "positions_angstrom": [[1.974, 1.763, -0.387], [-0.618, -0.999, -2.650], [-1.304, 0.126, 1.714], [-2.005, -1.037, -0.268], [0.185, -0.462, 0.056], [2.274, 1.104, 0.587], [1.096, 0.127, 1.034], [-1.160, -0.463, 0.382], [-1.166, -0.413, -3.141], [1.660, -0.704, 1.616], [-2.183, 0.682, 1.697], [0.461, -0.682, -1.000], [3.058, 1.308, 1.249], [0.640, 0.819, 1.831], [-1.408, -1.202, -1.921]],
  "fmax_ha_per_bohr": 0.1232,
  "total_energy_ha": -474.18294,
  "orbital_gap_ev": 10.20,
  "e_lumo_ha": 0.0155,
  "smiles": "O=CCNC(=O)O.O"
}

=====

No. 17
{
  "formula": "C3H7NO4",
  "method": "wB97M-V/def2-TZVPD",
  "elements": ["O", "O", "O", "O", "N", "C", "C", "C", "H", "H", "H", "H", "H", "H", "H"],
  "positions_angstrom": [[-1.533, -0.387, 2.546], [2.066, 1.913, -2.041], [0.779, -1.328, -1.571], [-1.101, -1.373, -0.291], [0.351, 0.349, -0.116], [-0.540, 0.995, 0.820], [0.090, -0.844, -0.711], [-0.595, 0.230, 2.122], [-0.162, 1.981, 1.104], [0.373, 0.183, 2.661], [-0.950, -2.303, -0.077], [-1.559, 1.145, 0.440], [2.274, 1.161, -2.606], [0.938, 0.969, -0.660], [1.437, 2.441, -2.539]],
  "fmax_ha_per_bohr": 0.0201,
  "total_energy_ha": -474.23940,
  "orbital_gap_ev": 10.28,
  "e_lumo_ha": 0.0172,
  "smiles": "O=CCNC(=O)O.O"
}

=====

No. 18
{
  "formula": "C3H7NO4S",
  "method": "wB97M-V/def2-TZVPD",
  "elements": ["S", "O", "O", "O", "O", "N", "C", "C", "C", "H", "H", "H", "H", "H", "H", "H"],
  "positions_angstrom": [[2.705, -0.223, -0.229], [2.310, -1.512, 0.684], [3.277, 0.891, 0.521], [-0.768, -0.849, 0.723], [0.908, 1.576, 0.578], [-2.794, -0.403, -0.499], [-1.651, 0.101, 0.147], [-0.381, -0.208, -0.409], [0.891, 0.686, -0.471], [1.437, -1.470, 1.179], [-2.699, -1.238, -0.926], [-1.975, 0.968, 0.671], [-3.632, -0.364, 0.096], [1.832, 1.651, 0.679], [0.997, 1.211, -1.462], [-0.457, -0.817, -1.283]],
  "fmax_ha_per_bohr": 0.0823,
  "total_energy_ha": -872.32023,
  "orbital_gap_ev": 10.24,
  "e_lumo_ha": 0.0281
}

=====

No. 19
{
  "formula": "C3H7NOS",
  "method": "wB97M-V/def2-TZVPD",
  "elements": ["S", "O", "N", "C", "C", "C", "H", "H", "H", "H", "H", "H", "H"],
  "positions_angstrom": [[-2.597, 1.983, 1.032], [2.141, -1.058, 0.885], [0.123, -0.712, -0.397], [-1.297, 1.254, -0.022], [-0.386, 0.214, 0.614], [1.549, -1.278, -0.261], [1.382, -2.365, -0.531], [0.443, 0.726, 1.115], [-1.769, 0.756, -0.878], [-0.959, -0.308, 1.386], [2.083, -0.832, -1.172], [-0.635, 2.028, -0.430], [-0.078, -0.408, -1.340]],
  "fmax_ha_per_bohr": 0.0168,
  "total_energy_ha": -646.58484,
  "orbital_gap_ev": 5.54,
  "e_lumo_ha": 0.2294,
  "total_charge": -2,
  "smiles": "[O-]CNCC[S-]"
}

=====

No. 20
{
  "formula": "C3H7NOS",
  "method": "wB97M-V/def2-TZVPD",
  "elements": ["S", "O", "N", "C", "C", "C", "H", "H", "H", "H", "H", "H", "H"],
  "positions_angstrom": [[1.376, -0.924, -0.086], [-0.236, 1.129, 0.104], [-2.588, -0.041, -0.235], [-1.376, -0.833, 0.212], [2.613, 0.454, -0.046], [-0.151, -0.056, 0.059], [3.096, 0.472, 0.945], [3.329, 0.292, -0.849], [-2.429, 0.414, -1.098], [-1.483, -1.288, 1.166], [-1.197, -1.710, -0.426], [-2.987, 0.654, 0.366], [2.032, 1.436, -0.111]],
  "fmax_ha_per_bohr": 0.0576,
  "total_energy_ha": -646.67131,
  "orbital_gap_ev": 10.24,
  "e_lumo_ha": 0.0289,
  "smiles": "CSC(=O)CN"
}